No. 1
Computed, not measured: an isolated ion of composition C7H14 and charge -1, with the ωB97M-V functional and the def2-TZVPD basis.

```
! wB97M-V def2-TZVPD RIJCOSX def2/J DEFGRID3
* xyz -1 2
C 0.508 -2.808 -1.145
C 0.701 -1.331 -0.892
C -0.521 -0.490 -0.873
C -0.936 -0.230 0.589
C 0.224 0.584 1.271
C -0.031 2.086 1.163
C -0.042 2.888 0.122
H -0.253 -3.087 -1.943
H 1.513 -3.349 -1.225
H 0.029 -3.287 -0.289
H 1.288 -0.813 -1.635
H 1.541 -1.258 -0.050
H -1.400 -1.118 -1.259
H -0.434 0.431 -1.359
H -1.893 0.174 0.812
H -0.916 -1.240 1.105
H 0.355 0.167 2.341
H 1.209 0.321 0.766
H 0.034 2.508 2.217
H -0.375 2.403 -0.901
H -0.119 3.960 0.006
*
```

As for the total energy: -274.963173 Eh. As for the HOMO-LUMO gap (spin up / spin down): 0.0977 / 0.3551 Eh. The LUMO energy (spin up / spin down) comes out at 4.1 / 4.0 eV. Its energy above the lowest of the compared OMol25 structures with the same formula, charge and spin is 169.6 kJ/mol.

These are the natural (NBO) partial charges, in e, on atoms 1 to 8:
1 C -0.68
2 C -0.59
3 C -0.41
4 C -0.43
5 C -0.74
6 C -0.26
7 C -0.51
8 H 0.19



No. 2
Computed, not measured: C28H46AsF5N5O6P2S2Se2SiW as an isolated structure, with the ωB97M-V functional and the def2-TZVPD basis.

```
! wB97M-V def2-TZVPD RIJCOSX def2/J DEFGRID3
* xyz -1 3
W -0.151 0.226 -0.112
C 3.522 0.714 2.341
N 3.625 1.596 1.191
C 4.980 1.846 0.748
P 2.374 2.518 0.640
O 1.232 1.559 0.121
O 2.842 3.449 -0.407
P 0.005 2.809 -2.202
O -0.284 1.263 -1.790
N 1.444 2.689 -3.091
C 2.305 3.861 -3.096
C 2.151 1.447 -3.309
N -1.151 2.820 -3.534
C -2.499 2.981 -3.018
C -0.876 3.803 -4.567
N 1.663 3.197 1.975
C 0.378 3.856 1.802
C 2.543 3.909 2.890
H 4.018 1.152 3.216
H 3.990 -0.246 2.115
H 2.488 0.524 2.593
H 5.578 2.304 1.547
H 4.968 2.511 -0.111
H 5.460 0.904 0.468
H 1.762 4.727 -2.718
H 2.631 4.083 -4.119
H 3.176 3.720 -2.452
H 1.457 0.607 -3.313
H 2.901 1.277 -2.525
H 2.665 1.478 -4.276
H -2.634 2.340 -2.146
H -3.235 2.694 -3.775
H -2.718 4.014 -2.703
H 0.107 3.629 -5.000
H -0.917 4.842 -4.197
H -1.622 3.709 -5.361
H -0.276 3.253 1.166
H 0.487 4.848 1.345
H -0.089 3.958 2.783
H 3.475 3.363 3.018
H 2.052 3.973 3.862
H 2.777 4.919 2.531
O 0.828 -1.080 -1.547
C 1.520 -1.641 -0.612
O 1.662 -0.939 0.423
C 2.002 -3.019 -0.752
C 2.599 -3.392 -1.957
C 3.081 -4.672 -2.131
C 2.929 -5.592 -1.094
C 2.290 -5.242 0.077
C 1.803 -3.940 0.288
S 0.950 -3.574 1.758
H 2.688 -2.652 -2.744
H 3.563 -4.958 -3.056
H 3.297 -6.604 -1.214
H 2.140 -5.977 0.857
C -3.694 -0.578 -2.116
As -1.810 -1.040 -1.966
C -1.906 -2.968 -2.144
C -1.237 -0.604 -3.772
S -0.975 -2.029 0.715
H -4.057 -0.989 -3.059
H -3.814 0.504 -2.126
H -4.263 -0.999 -1.292
H -2.368 -3.197 -3.106
H -2.479 -3.398 -1.326
H -0.895 -3.372 -2.104
H -1.882 -1.143 -4.468
H -0.207 -0.931 -3.894
H -1.295 0.471 -3.939
F 0.143 -7.574 4.666
C -0.444 -6.405 4.366
C -1.396 -6.347 3.364
F -1.720 -7.463 2.692
C -1.993 -5.140 3.061
F -2.891 -5.136 2.071
C -1.668 -3.962 3.730
Se -2.435 -2.316 3.216
C -0.707 -4.054 4.735
F -0.334 -2.973 5.423
C -0.102 -5.257 5.058
F 0.816 -5.321 6.034
C -2.871 1.822 2.924
Si -3.193 1.355 1.158
C -4.304 -0.148 1.090
C -4.013 2.788 0.285
O -1.740 1.074 0.366
H -3.794 2.221 3.353
H -2.095 2.580 3.026
H -2.563 0.961 3.520
H -5.164 0.021 0.438
H -4.679 -0.353 2.095
H -3.781 -1.048 0.760
H -4.902 3.076 0.852
H -4.333 2.545 -0.729
H -3.350 3.654 0.233
Se 0.322 0.970 4.849
C 0.122 0.561 3.133
N -0.003 0.298 2.005
*
```

As for the total energy: -11193.695358 Eh. As for the HOMO-LUMO gap (spin up / spin down): 0.2083 / 0.2181 Eh. The LUMO energy (spin up / spin down) comes out at 1.3 / 0.9 eV. Its energy above the lowest of the compared OMol25 structures with the same formula, charge and spin is 154.1 kJ/mol.

These are the Löwdin partial charges, in e, on atoms 1 to 8:
1 W 1.62
2 C -0.10
3 N -0.30
4 C -0.11
5 P 0.42
6 O -0.46
7 O -0.29
8 P 0.89



No. 3
Computed, not measured: a 2-piece molecular cluster, C4H11BO2 overall, with the ωB97M-V functional and the def2-TZVPD basis.

```
! wB97M-V def2-TZVPD RIJCOSX def2/J DEFGRID3
* xyz 0 1
B -1.492 2.346 1.126
C 1.144 -1.823 -1.483
C 0.502 -1.220 0.877
C -0.082 0.153 -1.165
C 0.045 -1.232 -0.589
O -0.942 1.944 2.257
O -1.714 3.737 0.948
H 2.065 -1.113 -1.430
H 0.633 -2.090 -2.450
H 1.425 -2.755 -1.050
H 1.469 -1.039 0.869
H 0.327 -2.202 1.261
H -0.108 -0.543 1.422
H 0.489 0.890 -0.776
H -0.563 0.151 -2.109
H -0.923 -1.777 -0.659
H -0.633 2.598 2.882
H -1.641 3.977 0.068
*
```

As for the total energy: -334.245301 Eh. As for the HOMO-LUMO gap (spin up / spin down): 0.2739 / 0.3186 Eh. The LUMO energy (spin up / spin down) comes out at -0.3 / 0.7 eV. Its energy above the lowest of the compared OMol25 structures with the same formula, charge and spin is 508.6 kJ/mol.

These are the natural (NBO) partial charges, in e, on atoms 1 to 8:
1 B 0.91
2 C -0.61
3 C -0.60
4 C -0.29
5 C -0.28
6 O -0.95
7 O -0.95
8 H 0.21



No. 4
Computed, not measured: a 2-piece molecular cluster, C2H3NO3 overall, with the ωB97M-V functional and the def2-TZVPD basis.

```
! wB97M-V def2-TZVPD RIJCOSX def2/J DEFGRID3
* xyz 0 1
C -2.685 3.165 -0.409
C -0.076 -0.290 0.011
N -1.490 -0.600 0.017
O -2.260 2.844 -1.422
O -3.104 3.494 0.601
O -2.105 -0.322 1.023
H 0.351 -0.727 -0.888
H 0.041 0.796 -0.010
H 0.417 -0.646 0.917
*
```

As for the total energy: -358.426698 Eh. The SMILES is O=C=O.CN=O. As for the HOMO-LUMO gap: 0.3351 Eh. The LUMO energy comes out at -0.2 eV. Its energy above the lowest of the compared OMol25 structures with the same formula, charge and spin is 270.4 kJ/mol.

These are the natural (NBO) partial charges, in e, on atoms 1 to 8:
1 C 1.02
2 C -0.53
3 N 0.14
4 O -0.52
5 O -0.50
6 O -0.28
7 H 0.22
8 H 0.23



No. 5
Computed, not measured: one molecule with the formula C4H8OP2, with the ωB97M-V functional and the def2-TZVPD basis.

```
! wB97M-V def2-TZVPD RIJCOSX def2/J DEFGRID3
* xyz 0 1
C -1.396 1.730 1.159
C -0.483 -0.092 -0.548
C 1.774 -1.073 -0.481
C 0.833 0.115 -0.109
O -2.717 -1.460 -0.341
P -1.713 -0.979 0.581
P -1.814 1.197 -0.373
H -1.993 2.426 1.747
H -0.230 1.557 1.338
H -0.522 -0.618 -1.589
H 1.273 -2.029 -0.136
H 2.697 -0.902 0.053
H 1.879 -1.112 -1.654
H 1.313 0.962 -0.610
H 1.101 0.278 0.963
*
```

As for the total energy: -915.055443 Eh. The SMILES is C=P1=P(=O)[C@@H]1CC. As for the HOMO-LUMO gap: 0.2941 Eh. The LUMO energy comes out at -0.6 eV. Its energy above the lowest of the compared OMol25 structures with the same formula, charge and spin is 80.1 kJ/mol.

These are the natural (NBO) partial charges, in e, on atoms 1 to 8:
1 C -0.84
2 C -0.87
3 C -0.58
4 C -0.46
5 O -1.04
6 P 1.27
7 P 0.74
8 H 0.24



No. 6
Computed, not measured: one molecule with the formula C4H9ClSi, with the ωB97M-V functional and the def2-TZVPD basis.

```
! wB97M-V def2-TZVPD RIJCOSX def2/J DEFGRID3
* xyz 0 1
C 1.898 -0.960 -1.185
C 1.259 -0.482 -0.116
C -0.884 0.418 1.875
C -1.038 0.756 -1.245
Si -0.613 -0.358 0.158
Cl 2.309 -0.394 1.549
H 2.895 -1.348 -1.050
H 1.422 -0.829 -2.166
H -1.071 1.497 1.715
H -1.751 -0.091 2.305
H -0.052 0.184 2.548
H -0.228 1.337 -1.400
H -1.259 0.331 -2.231
H -1.709 1.552 -0.894
H -1.179 -1.611 0.138
*
```

As for the total energy: -907.443896 Eh. The SMILES is C=C(Cl)[SiH](C)C. As for the HOMO-LUMO gap: 0.3841 Eh. The LUMO energy comes out at 0.7 eV. Its energy above the lowest of the compared OMol25 structures with the same formula, charge and spin is 255.9 kJ/mol.

These are the natural (NBO) partial charges, in e, on atoms 1 to 8:
1 C -0.44
2 C -0.30
3 C -1.09
4 C -1.11
5 Si 1.37
6 Cl -0.17
7 H 0.23
8 H 0.22



No. 7
Computed, not measured: C38H40HoN7O3P2 as an isolated structure, with the ωB97M-V functional and the def2-TZVPD basis.

```
! wB97M-V def2-TZVPD RIJCOSX def2/J DEFGRID3
* xyz 2 5
Ho 0.255 0.268 -0.264
C 6.192 0.389 -1.251
N 4.984 -0.192 -0.662
C 5.119 -1.371 0.193
C 3.747 0.283 -0.898
N 2.687 -0.075 -0.249
N 3.672 1.202 -1.939
C 2.537 1.788 -2.476
N 2.784 2.477 -3.614
N 1.379 1.717 -1.916
H 6.382 0.023 -2.264
H 7.043 0.110 -0.638
H 6.147 1.478 -1.253
H 6.070 -1.847 -0.023
H 4.330 -2.090 -0.026
H 5.091 -1.110 1.253
H 2.923 -0.718 0.494
H 4.500 1.282 -2.498
H 3.665 2.436 -4.091
H 2.022 2.906 -4.106
H 0.692 2.220 -2.465
O -0.101 -1.681 -0.387
C 0.361 -2.227 -1.519
C 1.241 -3.315 -1.459
C 1.738 -3.900 -2.602
C 1.368 -3.420 -3.859
C 0.490 -2.365 -3.936
C -0.030 -1.751 -2.787
C -1.056 -0.708 -2.907
N -1.305 0.266 -2.041
C -2.372 0.990 -2.539
C -2.768 0.453 -3.715
N -1.923 -0.617 -3.933
H 1.495 -3.692 -0.475
H 2.408 -4.749 -2.523
H 1.754 -3.877 -4.760
H 0.202 -1.989 -4.914
H -2.790 1.826 -2.005
H -3.561 0.715 -4.396
H -1.988 -1.269 -4.695
O -0.925 1.968 0.641
P -0.072 3.179 0.990
C 1.584 2.607 1.539
P 1.407 1.119 2.611
O 0.622 0.029 1.902
C 0.606 1.624 4.113
C -0.566 0.967 4.484
C -1.190 1.310 5.675
C -0.652 2.307 6.476
C 0.517 2.965 6.102
C 1.155 2.620 4.923
C 3.058 0.577 3.037
C 3.167 -0.722 3.548
C 4.393 -1.176 4.016
C 5.504 -0.340 3.978
C 5.400 0.945 3.461
C 4.177 1.407 2.990
C 0.174 4.237 -0.429
C -0.957 4.486 -1.213
C -0.854 5.305 -2.330
C 0.368 5.888 -2.653
C 1.487 5.654 -1.862
C 1.391 4.829 -0.751
C -0.745 4.195 2.281
C -0.079 5.365 2.651
C -0.630 6.186 3.618
C -1.844 5.842 4.208
C -2.506 4.680 3.835
C -1.958 3.848 2.867
H 2.074 3.407 2.098
H 2.186 2.346 0.668
H -0.976 0.196 3.843
H -2.096 0.799 5.978
H -1.142 2.574 7.406
H 0.933 3.738 6.737
H 2.080 3.118 4.643
H 2.294 -1.365 3.585
H 4.479 -2.177 4.422
H 6.457 -0.691 4.357
H 6.269 1.593 3.436
H 4.103 2.417 2.600
H -1.910 4.037 -0.950
H -1.728 5.501 -2.938
H 0.444 6.540 -3.516
H 2.435 6.121 -2.109
H 2.274 4.643 -0.145
H 0.855 5.648 2.171
H -0.122 7.099 3.907
H -2.277 6.491 4.959
H -3.452 4.421 4.297
H -2.462 2.935 2.569
*
```

As for the total energy: -3711.748164 Eh. As for the HOMO-LUMO gap (spin up / spin down): 0.3031 / 0.3036 Eh. The LUMO energy (spin up / spin down) comes out at -4.3 / -4.3 eV. Its energy above the lowest of the compared OMol25 structures with the same formula, charge and spin is 0.0 kJ/mol.

These are the Löwdin partial charges, in e, on atoms 1 to 8:
1 Ho 1.48
2 C -0.02
3 N -0.13
4 C 0.00
5 C -0.40
6 N 0.07
7 N 0.17
8 C -0.47



No. 8
Computed, not measured: a 2-piece molecular cluster, CHNS4 overall, with the ωB97M-V functional and the def2-TZVPD basis.

```
! wB97M-V def2-TZVPD RIJCOSX def2/J DEFGRID3
* xyz 0 3
C 0.642 -0.550 0.030
N -1.602 -0.303 -0.465
S 0.859 -1.717 1.064
S -1.822 1.387 -0.516
S -2.114 0.130 1.067
S 1.405 0.642 -0.779
H 2.632 0.411 -0.400
*
```

As for the total energy: -1685.966794 Eh. As for the HOMO-LUMO gap (spin up / spin down): 0.1966 / 0.1604 Eh. The LUMO energy (spin up / spin down) comes out at -1.1 / -3.2 eV. Its energy above the lowest of the compared OMol25 structures with the same formula, charge and spin is 262.1 kJ/mol.

Formally, the natural (NBO) partial charges of the atoms, in units of the elementary charge, are as follows:
1 C -0.45
2 N -0.90
3 S 0.06
4 S 0.45
5 S 0.56
6 S 0.19
7 H 0.09